Entry 1:
Density functional theory data (ωB97M-V with the def2-TZVPD basis set) for a molecular structure, CH24BeO15 at a distorted geometry.

```
41
CH24BeO15 ωB97M-V with the def2-TZVPD basis set
Be -0.27616 0.80985 1.19115
C -0.25634 -0.16102 -0.41321
O -0.18040 -0.69687 0.81431
O 0.05251 -0.81538 -1.45738
O -0.47124 1.08596 -0.33584
O -0.84582 3.72973 0.55994
H 0.10009 3.88247 0.43595
H -1.20521 4.03782 -0.27399
O -1.64650 -2.43563 -2.76240
H -1.06120 -1.90384 -2.21683
H -1.93719 -3.16095 -2.20043
O 0.27097 -0.27992 -4.08318
H 1.14637 0.06647 -4.01148
H 0.19864 -0.56479 -3.15011
O 0.11351 -0.81476 3.60768
H 0.32274 -0.12110 4.25986
H -0.28906 -1.57345 4.06635
O -1.52374 1.23446 2.21234
H -1.44206 1.61419 3.10726
H -2.24063 1.73256 1.77603
O 0.99569 -2.93494 -0.11771
H 0.35732 -2.23233 -0.12072
H 0.98885 -3.15101 -1.06062
O 1.14248 1.47608 1.83478
H 1.83693 1.81799 1.23918
H 1.28467 1.68661 2.76241
O 2.65774 -0.89407 -1.81526
H 2.80710 -1.29797 -2.69402
H 1.70917 -0.73550 -1.71158
O -2.54491 -1.65528 1.63044
H -1.62939 -1.63808 1.37963
H -3.01256 -1.42311 0.83294
O 0.98381 2.94441 -1.61204
H 0.69797 2.15897 -1.17373
H 1.87259 2.91724 -1.32768
O 2.24400 -2.26482 3.00326
H 1.40207 -1.85507 3.00040
H 2.14283 -3.17094 2.62069
O -1.95971 1.49464 -2.65873
H -1.47936 1.31448 -1.81845
H -1.32658 1.77689 -3.31918
```

Calculated values
HOMO-LUMO gap (Eh): 0.31224
Total energy (Ha): -1195.96695
Net charge: 0
LUMO level (eV): -1.62
Relative energy (zero: lowest compared OMol25 entry of this formula, charge and spin) (eV): 0.000


Entry 2:
Density functional theory data (ωB97M-V with the def2-TZVPD basis set) for a molecular structure, C29H45FP2Tb at a distorted geometry.

```
78
C29H45FP2Tb ωB97M-V with the def2-TZVPD basis set
Tb -0.02256 0.16519 -0.34535
C 0.14502 -0.09171 2.18090
C 1.08589 0.91836 1.80477
C -1.03903 1.72219 1.36252
C -1.16789 0.41333 1.92005
C 0.35852 2.03082 1.26619
C 0.46222 -1.36836 2.87735
H 1.41411 -1.79436 2.53636
H -0.31478 -2.12203 2.69942
H 0.53845 -1.21930 3.96708
C -2.44940 -0.24572 2.28230
H -2.26695 -1.21034 2.76526
H -3.06656 -0.43688 1.39498
H -3.03791 0.38302 2.96881
C -2.18257 2.57841 0.94544
H -2.79768 2.87837 1.80687
H -2.84116 2.04871 0.24149
H -1.83012 3.48552 0.44402
C 0.95352 3.28216 0.72276
H 1.06685 4.07160 1.48415
H 0.32766 3.68725 -0.08238
H 1.95078 3.08747 0.30709
C 2.56059 0.85029 2.00203
H 2.90041 1.53720 2.79280
H 3.10728 1.11399 1.08495
H 2.87320 -0.16009 2.29167
C 0.39285 -2.40917 -1.60284
C 1.25649 -2.40056 -0.54592
C 2.69815 -1.95452 -0.54714
C 3.21243 -0.88224 -1.54813
C 2.38516 0.35064 -1.75923
C 1.39811 0.50562 -2.71055
C 0.62694 -0.56162 -3.45572
C 0.77002 -2.04026 -3.00286
H 3.35136 -2.84169 -0.68255
H 3.42863 -1.36080 -2.53556
H 2.93970 -1.58901 0.46947
H 1.82169 -2.35982 -3.17348
H -0.61006 -2.85022 -1.48736
H 0.97326 -2.93058 0.37566
H 0.16223 -2.64725 -3.70069
H -0.45334 -0.30157 -3.46001
H 1.16103 1.53380 -3.03249
H 0.92423 -0.50762 -4.52372
H 4.20997 -0.55707 -1.17894
H 2.79527 1.25328 -1.27657
P 3.55142 -2.24336 -4.53406
C 2.94365 -3.81616 -5.24935
C 5.34607 -2.60850 -4.42525
P 3.62182 0.59714 -5.55794
C 3.47359 -1.20465 -6.05949
C 5.45511 0.72471 -5.82860
C 3.23827 1.24867 -7.25005
H 1.94041 -3.67123 -5.67020
H 2.89744 -4.57190 -4.45515
H 3.63134 -4.14623 -6.04081
H 5.68204 -3.10974 -5.34525
H 5.49437 -3.28198 -3.57093
H 5.94353 -1.70523 -4.25480
H 3.91153 0.82300 -8.00855
H 3.35954 2.33975 -7.23158
H 2.20240 1.00877 -7.51547
H 2.50057 -1.36131 -6.56221
H 4.28739 -1.50157 -6.75395
H 5.70861 1.79194 -5.83498
H 5.74333 0.28919 -6.79733
H 6.02575 0.24339 -5.02815
F -6.05669 -0.11706 -2.89862
C -4.77259 -0.13489 -2.39365
C -3.90726 0.89479 -2.73095
C -2.60259 0.88876 -2.18120
C -2.23261 -0.12832 -1.31305
C -3.08853 -1.17860 -1.02386
C -4.39446 -1.18280 -1.56567
H -4.21899 1.68838 -3.40349
H -1.89574 1.68998 -2.45779
H -2.76461 -2.01651 -0.38509
H -5.08667 -1.98864 -1.33618
```

Calculated values
HOMO-LUMO gap (alpha / beta) (Eh): 0.27088 / 0.29091
Multiplicity: 7
Total energy (Ha): -2738.69762
Net charge: +1
LUMO level (alpha / beta) (eV): -3.54 / -2.95
Relative energy (zero: lowest compared OMol25 entry of this formula, charge and spin) (eV): 1.305


Entry 3:
Density functional theory data (ωB97M-V with the def2-TZVPD basis set) for 11 unconnected molecules or ions with the total composition C32H82N4O18 at a distorted geometry.

```
136
C32H82N4O18 ωB97M-V with the def2-TZVPD basis set
C -24.87655 -7.92575 21.40020
C -25.71762 -6.83266 22.02594
C -24.86029 -5.87016 22.82595
C -24.03490 -4.95246 21.91410
C -25.07895 -4.09512 21.15253
C -26.05900 -4.86167 20.19204
N -26.53423 -6.11930 20.93162
O -27.69704 -6.53290 20.75977
C -25.25886 -5.26837 18.94960
C -27.23899 -3.98769 19.75172
C -26.66105 -7.53456 23.01982
H -23.99207 -7.55672 20.87370
H -25.36908 -8.50036 20.61414
H -24.41834 -8.60557 22.11736
H -24.24383 -6.35605 23.57945
H -25.59314 -5.23699 23.33439
H -23.44680 -5.57093 21.23968
H -23.44827 -4.33882 22.59492
H -24.59163 -3.27999 20.61749
H -25.60927 -3.56613 21.94937
H -24.95361 -4.53071 18.20673
H -25.89037 -5.97382 18.40948
H -24.31176 -5.80317 19.05469
H -27.77445 -4.38986 18.88762
H -27.06922 -2.99222 19.34349
H -27.99383 -3.96309 20.53877
H -26.10262 -7.98838 23.83823
H -27.20263 -8.38083 22.59442
H -27.44376 -6.94223 23.49726
C -21.42871 -10.98229 12.39458
N -21.45516 -10.32965 13.72952
C -20.05148 -10.18896 14.26060
C -21.98173 -8.92199 13.51424
C -22.15116 -11.10082 14.85467
C -23.65467 -11.48126 14.60229
O -23.67114 -12.47690 13.57368
H -21.08443 -12.01304 12.36836
H -20.79340 -10.40977 11.71641
H -22.37649 -10.86097 11.87154
H -19.50643 -9.46802 13.65452
H -19.51994 -11.13525 14.15217
H -20.04737 -9.93512 15.31821
H -21.68803 -8.26668 14.33454
H -23.04444 -8.97648 13.29763
H -21.42896 -8.44360 12.70477
H -22.04826 -10.67587 15.85237
H -21.49194 -11.97065 14.85667
H -24.17226 -10.58416 14.24837
H -24.20862 -11.71902 15.50844
H -24.42899 -13.02250 13.80695
O -25.31259 -9.22774 17.35031
C -24.18714 -8.53699 16.90497
C -22.86490 -8.53822 17.71325
O -21.68886 -7.94216 17.15767
H -24.49240 -7.53039 16.57951
H -23.94074 -9.03378 15.95154
H -22.51851 -9.58067 17.80636
H -23.01332 -8.30717 18.77715
C -27.73447 -10.58256 12.75060
C -27.13527 -9.79162 13.95641
O -26.98402 -10.49517 15.15365
O -29.15334 -10.76776 12.63142
H -27.39297 -11.59813 12.97825
H -27.35893 -10.24123 11.78788
H -27.71993 -8.86871 14.03100
H -26.16910 -9.41072 13.60090
H -26.52887 -9.94840 15.81074
H -29.27431 -11.60968 13.07519
C -28.14601 -7.09768 17.02128
C -27.34254 -6.15391 16.22424
O -26.58388 -6.83649 15.25412
O -27.47990 -7.69323 18.17284
H -28.46791 -7.98835 16.47847
H -29.02263 -6.53375 17.34777
H -26.81908 -5.43858 16.85825
H -28.02137 -5.58327 15.58545
H -25.92325 -7.38524 15.69714
H -26.65706 -8.14260 17.88561
C -20.55008 -4.54198 20.72316
C -20.71888 -5.94546 20.17049
O -19.99592 -6.03971 18.95923
O -21.55875 -3.63747 20.29164
H -19.59598 -4.14641 20.37030
H -20.52112 -4.54134 21.81561
H -21.77310 -6.16423 19.97968
H -20.39005 -6.67477 20.91664
H -20.55607 -6.64149 18.45099
H -21.13254 -2.91176 19.83227
C -20.82916 -5.56598 14.64193
C -19.47687 -5.94132 15.27336
O -19.33270 -7.36799 15.34232
O -21.92957 -5.68710 15.54257
H -21.11492 -6.10329 13.73236
H -20.81527 -4.53642 14.27420
H -19.50224 -5.46176 16.25460
H -18.72139 -5.53543 14.60100
H -20.08905 -7.49394 15.94197
H -21.67800 -6.32388 16.23235
C -25.17880 -11.85114 19.79259
C -25.55404 -12.71092 18.57591
O -24.85840 -12.20770 17.45245
O -25.94461 -10.65104 19.76332
H -24.16888 -11.43882 19.75996
H -25.61320 -12.31987 20.67646
H -26.63777 -12.67765 18.44495
H -25.26902 -13.74555 18.77590
H -24.85933 -11.23473 17.45575
H -25.83495 -10.07251 18.99597
C -18.76841 -9.07758 18.77037
C -17.39029 -9.75742 18.97020
O -17.38534 -10.41740 20.23799
O -19.74530 -9.91973 18.18703
H -18.68017 -8.15943 18.18537
H -19.08816 -8.68140 19.73910
H -16.62804 -8.98494 18.86875
H -17.16085 -10.53755 18.24068
H -18.30835 -10.58731 20.44889
H -20.53167 -9.45058 17.87337
O -23.03475 -5.86972 11.95098
C -24.01720 -6.16102 12.60615
N -24.09328 -6.52373 13.88855
C -25.39093 -6.29308 11.87536
H -23.26962 -6.58972 14.47284
H -24.96585 -6.86295 14.25542
H -25.56566 -5.62495 11.03464
H -26.21413 -6.15844 12.57795
H -25.41502 -7.31003 11.47909
O -21.32108 -9.47660 21.29284
C -21.51970 -10.68587 21.17000
N -21.03112 -11.38762 20.14143
C -22.27142 -11.53218 22.16933
H -20.81355 -10.87320 19.28535
H -21.13614 -12.37568 19.97976
H -21.63361 -12.26106 22.66848
H -23.05266 -12.11072 21.67269
H -22.84118 -10.92270 22.86915
```

Calculated values
HOMO-LUMO gap (Eh): 0.15997
Total energy (Ha): -2841.45208
Net charge: 0
LUMO level (eV): -3.25


> Which formula does entry 3 have?

C32H82N4O18